[1]
{
  "formula": "C22H22ClN4ReSbSe4",
  "method": "ωB97M-V with the def2-TZVPD basis set",
  "relative_energy_kcal_mol": 0.6,
  "gap_ev": [6.07, 5.84],
  "s2": 0.760,
  "lumo_ev": [-1.009, -1.234],
  "total_charge": 0,
  "multiplicity": 2,
  "homo_ev": [-7.08, -7.08],
  "symbols": ["H", "C", "H", "C", "C", "H", "C", "H", "C", "C", "C", "Se", "H", "H", "N", "H", "H", "N", "Se", "H", "C", "H", "C", "Sb", "C", "N", "H", "H", "H", "Se", "H", "C", "Se", "H", "C", "C", "C", "N", "H", "H", "C", "C", "Cl", "H", "C", "H", "C", "C", "C", "Re", "C", "C", "H", "H", "H"],
  "xyz": [[1.66, -2.35, 1.34], [3.63, -0.37, -1.58], [0.02, 3.12, 0.34], [-0.67, 0.96, -4.20], [-3.12, 3.13, 0.07], [0.06, -0.07, -5.93], [4.37, -1.44, 3.16], [5.42, 0.43, 2.97], [2.39, 1.68, -1.66], [-0.70, 0.99, -2.82], [4.05, 1.21, -3.34], [-0.11, -4.03, 3.46], [-4.68, 0.93, -0.15], [1.20, -1.81, -4.53], [-1.42, 1.68, 0.09], [1.65, 2.35, -1.23], [5.00, -1.81, 3.95], [1.87, 0.03, 0.09], [-1.11, -1.99, 0.07], [1.03, -1.66, -2.06], [-2.75, 1.77, 0.05], [-1.17, 5.69, -0.63], [4.60, -0.18, 2.61], [-1.44, -2.23, 2.69], [3.32, -2.21, 2.70], [-0.95, 2.96, 0.13], [-4.12, 3.52, 0.05], [-1.24, 1.77, -2.30], [5.09, -0.65, -3.11], [-0.26, 0.07, 2.59], [3.84, -1.31, -1.09], [0.65, -1.00, -4.08], [-3.73, -1.99, 3.26], [4.60, 1.50, -4.23], [2.49, -1.74, 1.68], [-1.95, 3.85, 0.15], [4.33, 0.00, -2.71], [-0.08, 0.07, -2.08], [3.96, 1.27, 1.17], [-3.61, 0.02, 0.93], [3.78, 0.29, 1.60], [2.73, -0.49, 1.14], [-1.48, 2.20, -5.08], [3.10, -3.18, 3.13], [0.57, -0.92, -2.70], [-3.38, -0.08, -0.81], [2.64, 0.46, -1.06], [0.02, -0.04, -4.85], [3.09, 2.05, -2.81], [-0.05, 0.09, 0.19], [-3.66, 0.59, 0.00], [-1.70, 5.32, 0.24], [-1.12, 5.56, 1.13], [2.88, 3.01, -3.27], [-2.65, 5.84, 0.31]],
  "mulliken_spin": [-0.001, 0.001, 0.000, -0.001, -0.001, 0.000, -0.003, 0.000, -0.008, 0.003, -0.002, 0.003, 0.001, 0.000, 0.010, -0.011, 0.000, 0.024, -0.013, 0.003, 0.000, 0.001, 0.002, 0.003, 0.007, -0.005, 0.001, 0.005, 0.000, 0.247, -0.001, -0.002, -0.005, 0.000, -0.002, 0.010, 0.002, -0.010, 0.001, -0.003, -0.003, 0.012, 0.000, 0.000, 0.002, -0.001, 0.004, 0.004, 0.003, 0.721, 0.003, 0.000, 0.001, 0.000, 0.000]
}

***

[2]
{
  "formula": "C28H84As2F12N7O7",
  "method": "ωB97M-V with the def2-TZVPD basis set",
  "gap_ev": [3.17, 9.21],
  "s2": 0.751,
  "lumo_ev": [-7.737, -7.739],
  "total_charge": 4,
  "multiplicity": 2,
  "homo_ev": [-10.90, -16.95],
  "symbols": ["H", "O", "H", "As", "N", "O", "H", "H", "H", "H", "H", "C", "H", "H", "H", "H", "H", "H", "H", "H", "C", "C", "F", "H", "H", "N", "C", "O", "H", "H", "H", "H", "H", "H", "C", "C", "H", "C", "C", "C", "H", "N", "H", "C", "H", "C", "H", "H", "H", "H", "H", "H", "H", "H", "C", "F", "C", "F", "F", "C", "H", "N", "H", "O", "H", "H", "H", "C", "H", "H", "C", "H", "H", "H", "H", "H", "H", "H", "H", "H", "H", "H", "F", "F", "H", "H", "F", "O", "H", "H", "C", "O", "O", "F", "H", "H", "C", "F", "H", "C", "C", "H", "H", "H", "H", "C", "H", "C", "N", "H", "N", "C", "F", "H", "F", "C", "H", "C", "H", "H", "H", "H", "H", "H", "N", "H", "H", "C", "H", "H", "H", "H", "C", "H", "F", "C", "H", "H", "H", "As"],
  "xyz": [[2.15, 2.12, -4.53], [1.33, -0.44, -3.73], [2.32, -6.62, 1.31], [0.38, -0.31, 1.03], [-7.11, 2.12, 2.23], [4.76, 3.08, 0.20], [-2.34, -1.39, 4.16], [-7.87, 1.81, 1.63], [-0.93, 5.08, 0.32], [-6.40, 2.60, 1.70], [-2.04, 6.79, -1.01], [-5.54, 0.10, 2.18], [4.13, -4.14, -0.14], [3.41, 2.99, 4.15], [-4.94, -0.67, 2.66], [1.52, -4.56, 4.29], [5.90, 3.53, -1.61], [-1.28, -3.50, -6.40], [-2.65, 5.87, -4.50], [-0.94, -1.20, 6.55], [-3.61, 0.56, 0.85], [-2.95, -2.41, -6.11], [0.83, 1.30, 1.74], [-0.95, 3.40, -0.23], [4.26, 0.10, 2.46], [-2.08, -3.56, 6.19], [3.72, 2.06, 3.68], [2.98, -5.64, 2.99], [4.32, -5.22, 0.83], [-1.69, 8.95, -3.91], [-4.00, 0.50, -0.16], [-8.60, 0.19, 3.88], [-5.10, -1.95, -6.21], [5.06, 0.70, 1.06], [2.28, -4.65, 0.82], [2.76, 2.94, -2.70], [3.76, 2.69, -3.06], [1.80, 2.01, -3.50], [2.04, -1.59, -4.10], [-2.33, 8.18, -3.48], [-1.19, 6.44, -5.19], [0.36, 2.47, -3.47], [-1.67, -3.54, 7.12], [2.03, 0.54, -3.05], [-4.62, -3.33, -7.12], [1.75, -5.02, -0.59], [2.88, -1.43, -4.77], [3.04, -4.65, 4.88], [4.75, 4.04, 2.11], [6.68, 3.07, -0.13], [-6.03, -0.41, 1.34], [-6.39, 1.26, 3.94], [4.04, -3.70, 1.50], [2.69, 2.78, -1.62], [-4.41, -2.79, -6.20], [4.87, -1.31, -3.12], [-1.95, 6.15, -1.89], [6.40, -2.66, -0.22], [7.07, -2.08, -2.82], [2.08, -5.71, 1.86], [-2.42, 4.37, -0.04], [4.24, 0.69, 1.64], [-1.96, -3.72, -4.93], [-2.43, -2.24, -3.65], [-0.37, -3.52, 4.91], [-2.49, -1.77, -1.62], [-1.98, -4.56, 6.08], [-0.19, -1.60, 5.86], [-2.75, -3.11, 3.85], [4.54, 1.78, 4.33], [1.25, -1.16, 7.69], [-2.72, 1.18, 0.74], [3.02, 2.37, 1.60], [0.30, 3.46, -3.66], [-4.75, -3.30, -5.29], [2.44, -2.19, -3.28], [1.78, -3.72, 1.09], [1.00, -5.78, 1.99], [2.35, -5.71, -1.18], [3.42, 0.30, 1.20], [-7.53, 2.80, 2.84], [-3.26, 8.01, -4.02], [5.17, -3.62, -2.32], [0.00, -1.84, 0.24], [-0.47, 7.14, -3.14], [2.65, 4.02, -2.78], [2.00, -0.39, 0.27], [-1.23, 5.03, -1.65], [-0.02, -0.82, 5.12], [-1.17, 5.19, -4.26], [-1.95, -2.40, 4.03], [0.91, -2.01, 6.58], [-4.54, 1.07, 1.81], [-0.44, 0.51, -0.37], [-3.08, -3.48, 6.27], [-2.71, -2.01, -7.09], [5.82, 3.61, -0.53], [6.03, -0.31, -1.18], [-2.86, 8.46, -2.57], [2.54, -4.54, 3.91], [-1.53, 6.92, -3.20], [2.10, 0.46, -1.97], [2.71, -3.54, 3.50], [1.29, -0.09, 7.50], [-3.29, -0.44, 1.16], [-1.82, -1.63, -2.47], [3.04, 0.32, -3.41], [3.97, 2.13, 2.09], [-1.67, 6.06, -4.38], [2.92, 1.38, 3.97], [-2.15, -3.67, -5.92], [-6.65, 0.82, 2.98], [1.08, -1.24, 2.37], [-7.47, -1.09, 3.53], [4.16, -2.11, -0.76], [-2.55, -1.56, -4.92], [-0.85, -2.14, -2.41], [4.96, 3.11, 1.58], [-8.30, -0.29, 2.20], [1.28, -2.19, -4.59], [0.61, -1.29, 8.56], [-1.39, -2.48, 3.10], [0.05, 2.34, -2.51], [-2.60, -4.52, -6.23], [3.79, -4.36, 0.78], [-2.98, 5.85, -2.11], [-1.57, -1.15, -5.16], [-1.09, -2.78, 5.23], [6.03, 4.67, -0.42], [0.70, -5.31, -0.51], [-3.13, -0.64, -4.88], [6.00, 2.80, 1.66], [-7.84, -0.13, 3.17], [-1.55, -0.59, -2.64], [-1.14, -0.46, 1.97], [-1.39, 4.38, -0.38], [-0.31, 1.98, -4.04], [2.25, -1.35, 8.07], [1.77, -4.31, -1.41], [5.68, -1.99, -1.73]],
  "mulliken_spin": [0.219, 0.046, 0.000, 0.050, 0.000, 0.007, 0.000, 0.000, 0.008, 0.000, 0.037, -0.002, 0.000, 0.000, 0.000, 0.000, -0.002, 0.000, -0.230, 0.000, 0.022, -0.024, 0.003, -0.040, 0.000, 0.000, -0.001, 0.000, 0.000, -0.011, 0.003, 0.000, 0.000, 0.000, 0.000, -0.036, 0.001, 1.051, -0.004, -0.065, -0.262, -0.064, 0.000, -0.480, 0.000, 0.001, 0.000, 0.000, 0.000, 0.000, 0.000, 0.000, 0.000, 0.074, 0.002, 0.001, 0.132, 0.000, 0.000, 0.000, 0.009, -0.002, 0.000, -0.002, 0.000, -0.006, 0.000, 0.000, 0.000, 0.000, 0.000, 0.010, 0.002, 0.427, 0.000, 0.002, 0.000, 0.000, 0.000, 0.001, 0.000, 0.005, 0.000, 0.011, 0.051, -0.099, 0.000, -0.058, 0.000, -0.127, 0.001, 0.000, -0.009, -0.051, 0.000, -0.008, 0.002, 0.000, 0.007, 0.000, 0.088, 0.023, 0.000, 0.000, 0.003, -0.136, -0.043, -0.003, 0.704, 0.000, 0.004, 0.000, -0.003, 0.000, 0.002, 0.153, -0.008, 0.001, 0.000, -0.001, 0.000, 0.000, -0.085, 0.000, 0.000, 0.015, -0.001, 0.000, 0.000, 0.000, -0.001, 0.000, 0.000, 0.066, -0.005, 0.096, -0.472, 0.000, 0.000, 0.003]
}

***

[3]
{
  "formula": "C24H28B2CdN4O16",
  "method": "ωB97M-V with the def2-TZVPD basis set",
  "relative_energy_kcal_mol": 27.1,
  "gap_ev": [2.54, 6.47],
  "s2": 0.753,
  "lumo_ev": [1.279, 1.279],
  "total_charge": -1,
  "multiplicity": 2,
  "homo_ev": [-1.26, -5.19],
  "symbols": ["H", "C", "O", "C", "C", "C", "H", "H", "C", "H", "H", "B", "C", "H", "O", "H", "H", "H", "C", "H", "C", "H", "C", "O", "C", "C", "O", "N", "C", "C", "O", "C", "H", "C", "C", "C", "H", "N", "O", "O", "O", "O", "H", "Cd", "B", "H", "H", "H", "H", "C", "H", "N", "O", "N", "C", "C", "C", "O", "C", "H", "O", "H", "H", "H", "C", "O", "H", "O", "H", "O", "H", "O", "C", "H", "H"],
  "xyz": [[-8.52, 7.96, 18.73], [-6.35, 9.29, 27.42], [-15.13, 3.66, 22.19], [-14.51, 5.17, 25.05], [-10.22, 4.32, 22.80], [-15.12, 2.47, 21.53], [-5.91, 7.76, 19.34], [-11.51, 2.24, 25.25], [-8.99, 8.19, 20.67], [-15.89, 10.42, 19.90], [-7.72, 5.48, 20.25], [-14.19, 3.58, 23.36], [-10.47, 2.57, 25.34], [-8.64, 2.61, 24.23], [-14.00, 6.61, 18.20], [-9.37, 2.52, 22.12], [-12.85, 12.06, 21.44], [-7.78, 9.30, 19.37], [-13.68, 10.68, 20.01], [-15.09, 9.06, 20.55], [-12.94, 6.91, 18.86], [-10.46, 3.65, 25.42], [-9.40, 8.03, 25.51], [-13.66, 2.21, 23.33], [-7.17, 8.75, 26.18], [-8.58, 8.21, 26.68], [-13.16, 4.60, 23.22], [-10.30, 5.46, 22.75], [-16.80, 4.73, 19.11], [-7.98, 8.26, 19.62], [-15.76, 2.21, 20.46], [-13.23, 5.47, 24.20], [-14.91, 9.34, 18.81], [-6.78, 7.39, 19.89], [-13.10, 6.54, 20.34], [-9.66, 2.23, 24.10], [-13.75, 11.55, 19.35], [-10.05, 7.86, 24.62], [-17.40, 3.65, 19.16], [-14.97, 3.98, 24.59], [-15.54, 4.77, 18.95], [-13.73, 0.47, 21.81], [-11.08, 2.38, 22.41], [-11.23, 7.38, 22.93], [-15.04, 6.17, 19.21], [-6.28, 8.45, 28.11], [-7.62, 5.97, 18.57], [-14.31, 11.43, 21.99], [-12.82, 10.10, 19.67], [-14.13, 1.55, 22.23], [-5.43, 9.76, 27.10], [-12.26, 9.23, 22.80], [-11.92, 7.47, 18.38], [-9.75, 8.07, 21.52], [-10.17, 2.86, 22.78], [-7.08, 5.97, 19.52], [-12.76, 10.06, 22.17], [-16.28, 6.95, 19.22], [-14.99, 9.83, 19.78], [-9.03, 8.92, 27.37], [-12.26, 6.75, 21.22], [-6.61, 7.89, 25.81], [-7.21, 9.47, 25.36], [-6.19, 5.36, 19.33], [-17.33, 6.20, 19.20], [-18.50, 6.57, 19.29], [-6.91, 9.94, 28.09], [-12.52, 6.44, 24.34], [-10.13, 2.18, 26.30], [-15.03, 5.80, 26.01], [-6.50, 7.41, 20.94], [-14.38, 6.18, 20.52], [-13.43, 11.14, 21.40], [-9.64, 1.14, 24.06], [-8.51, 7.23, 27.15]],
  "mulliken_spin": [0.001, 0.000, -0.003, 0.003, 0.001, -0.001, 0.000, 0.000, 0.001, 0.000, 0.000, -0.001, 0.000, -0.001, 0.061, 0.000, 0.001, 0.000, -0.003, -0.007, 0.154, 0.000, 0.000, 0.000, 0.000, 0.000, -0.001, 0.004, 0.001, 0.000, 0.000, 0.001, 0.000, 0.000, 0.558, 0.000, -0.001, 0.000, 0.000, 0.000, 0.002, 0.000, 0.001, -0.002, -0.086, 0.000, 0.000, 0.000, 0.005, -0.001, 0.000, -0.022, 0.137, 0.001, 0.003, 0.000, 0.028, -0.003, 0.014, 0.000, 0.111, 0.000, 0.000, 0.000, 0.001, 0.000, 0.000, -0.002, 0.000, 0.000, 0.000, 0.045, -0.003, 0.000, 0.000]
}

***

[4]
{
  "formula": "C9H6N2O2S",
  "method": "ωB97M-V with the def2-TZVPD basis set",
  "relative_energy_kcal_mol": 6.2,
  "gap_ev": 8.33,
  "lumo_ev": -0.728,
  "total_charge": 0,
  "homo_ev": -9.06,
  "symbols": ["N", "H", "O", "N", "H", "C", "C", "O", "H", "C", "H", "H", "C", "C", "C", "S", "C", "H", "C", "C"],
  "xyz": [[0.16, 0.20, -0.07], [-4.48, 0.14, 2.15], [-1.58, -1.39, 2.48], [-2.90, -0.21, -0.68], [1.27, 1.81, 0.90], [0.33, -0.99, -0.72], [-3.87, -0.17, 1.40], [-1.12, -2.81, -1.26], [-4.48, 1.18, 0.03], [-3.82, 0.33, 0.21], [3.64, -0.70, -1.33], [1.55, -2.12, -1.87], [-0.95, -1.71, -0.76], [1.58, -1.31, -1.27], [2.71, -0.52, -0.95], [-2.68, -1.65, 1.56], [2.56, 0.47, -0.04], [3.50, 0.97, 0.21], [1.26, 0.87, 0.27], [-2.10, -1.05, -0.12]],
  "nbo_charge": [-0.383, 0.218, -0.940, -0.401, 0.202, 0.063, -0.401, -0.475, 0.218, -0.030, 0.216, 0.226, 0.484, -0.172, -0.169, 1.229, -0.223, 0.225, 0.050, 0.062]
}